Record 1
Below is a structure of composition C18H37CrNO2P2, with properties calculated with the ωB97M-V functional and the def2-TZVPD basis.

Its LUMO energy (spin up / spin down) is -9.43 / -9.42 eV. The value obtained for the gap between HOMO and LUMO (spin up / spin down) is 2.9270 / 2.9509 eV. Its net charge is +2. The HOMO energy (spin up / spin down) is -12.35 / -12.37 eV. Its total energy is -2639.7850 Eh.

Geometry (Å):
Cr  0.48006  0.07130  -0.72205
P  2.57534  -0.21416  -1.58358
P  -2.21554  0.59416  0.99063
N  -0.56288  0.19300  -2.16306
H  0.68860  -1.46173  -0.53863
C  3.13850  -1.93775  -1.65152
H  4.12178  -1.97426  -2.13794
H  2.40564  -2.52369  -2.21991
H  3.19361  -2.35427  -0.63801
C  3.90942  0.71339  -0.80227
H  4.85386  0.47711  -1.30640
H  3.97115  0.47261  0.26490
H  3.69150  1.78346  -0.89356
C  2.52983  0.36692  -3.29011
H  3.53060  0.25456  -3.72278
H  2.22422  1.42031  -3.30119
H  1.79462  -0.21281  -3.85881
C  -3.40930  -0.73221  1.20859
H  -4.40431  -0.32866  1.46835
H  -3.09719  -1.48948  1.92883
H  -3.45159  -1.22600  0.22427
C  -1.98986  1.95400  2.14514
H  -2.90824  2.29343  2.64387
H  -1.62950  2.78757  1.52986
H  -1.22134  1.77636  2.90298
C  -2.90139  1.40675  -0.44630
H  -3.90889  1.75326  -0.16814
H  -2.92245  0.67268  -1.25973
H  -2.24071  2.23376  -0.72416
C  -1.03153  0.36692  -3.37237
C  -1.97200  -0.54974  -5.45306
C  -1.45595  -0.74885  -4.17829
C  -1.15604  1.68233  -3.94568
C  -1.67842  1.85990  -5.22185
C  -2.08652  0.74905  -5.97464
H  -2.28844  -1.41004  -6.04418
H  -1.36363  -1.74419  -3.74547
H  -0.83509  2.53048  -3.34198
H  -1.76576  2.86941  -5.62678
H  -2.49664  0.89384  -6.98038
C  2.15452  0.17525  2.23679
O  1.68180  0.87412  1.31843
C  2.40985  -1.29170  2.05482
H  2.50660  -1.82475  3.00904
H  3.35000  -1.46124  1.49968
H  1.56272  -1.72045  1.49096
C  2.52261  0.80539  3.55021
H  2.22719  0.15550  4.38355
H  2.01935  1.77535  3.65408
H  3.60872  0.94371  3.65710
C  0.04343  -1.59003  4.32660
C  -1.30458  -1.54947  3.79149
C  -2.22687  -0.56247  4.31983
O  -0.89546  -0.09744  0.74189
H  0.56663  -0.72855  3.90741
H  0.62404  -2.45911  4.04008
H  0.07470  -1.53701  5.43838
H  -1.60514  -2.35241  3.14434
H  -1.70015  0.37345  4.54509
H  -3.03407  -0.30987  3.63010
H  -2.70143  -0.88699  5.26552

Record 2
Below is a cluster of 3 separate species, C18H37F7O6SSi in total, with properties calculated with the ωB97M-V functional and the def2-TZVPD basis.

Its LUMO energy is 0.65 eV. The value obtained for the gap between HOMO and LUMO is 9.1503 eV. As for the SMILES: CCSC[SiH2]C(F)(F)C(F)(F)C(F)(F)F.COCCOCCOC.COCCOCCOC. The HOMO energy is -8.50 eV. Its total energy is -2546.0673 Eh.

Geometry (Å):
C  2.94351  -1.57149  -1.67546
C  1.76046  -0.58859  -1.59321
S  2.25763  1.03629  -0.97350
C  0.90103  2.10126  -1.57016
Si  -0.77005  1.70179  -0.74776
C  -1.85575  0.84183  -2.10696
F  -1.61097  1.49846  -3.26835
F  -1.39860  -0.41912  -2.28528
C  -3.39847  0.87582  -1.89783
F  -3.62698  1.71556  -0.87207
F  -4.01528  1.39207  -2.91748
C  -4.03164  -0.46417  -1.48310
F  -3.82787  -1.41775  -2.32675
F  -3.62134  -0.77013  -0.29624
F  -5.34484  -0.26966  -1.41714
H  3.19004  -1.71766  -2.71987
H  2.67152  -2.52551  -1.24282
H  3.82532  -1.16076  -1.19507
H  0.99613  -1.01313  -0.94751
H  1.30163  -0.49178  -2.57163
H  0.84929  2.00747  -2.65082
H  1.12849  3.13142  -1.31840
H  -0.49659  0.71608  0.31478
H  -1.34169  2.95103  -0.23042
C  -6.44608  -2.48784  0.08672
O  -6.76531  -3.56768  0.94102
C  -5.82342  -4.62619  0.91519
C  -5.55009  -5.17625  2.30131
O  -4.83003  -4.31900  3.17574
C  -5.44085  -3.11922  3.62527
C  -6.59625  -3.28978  4.59226
O  -7.73327  -3.87000  3.97053
C  -8.32867  -4.91546  4.70923
H  -6.77005  -2.70032  -0.93788
H  -6.98159  -1.60980  0.44854
H  -5.38396  -2.26867  0.10710
H  -4.87827  -4.29956  0.46619
H  -6.24151  -5.43058  0.29634
H  -4.90793  -6.05218  2.17515
H  -6.46723  -5.53425  2.77097
H  -5.71752  -2.47900  2.78690
H  -4.65438  -2.58765  4.16850
H  -6.89306  -2.29947  4.95819
H  -6.26855  -3.89222  5.44567
H  -7.57666  -5.57153  5.15943
H  -8.92699  -5.51025  4.01877
H  -8.98577  -4.51524  5.48871
C  8.55323  4.40120  -3.43698
O  7.57803  4.58200  -2.43260
C  6.27743  4.14795  -2.79607
C  5.57958  3.42770  -1.65889
O  6.10519  2.15264  -1.32060
C  7.40533  2.06757  -0.75928
C  7.54947  2.60439  0.65149
O  7.40215  4.01576  0.70497
C  6.55427  4.47137  1.73761
H  8.52406  5.22489  -4.15801
H  9.53004  4.39556  -2.95262
H  8.42674  3.44609  -3.95662
H  6.31487  3.48801  -3.66995
H  5.69085  5.03812  -3.05732
H  4.55394  3.23191  -1.98486
H  5.50140  4.06359  -0.77570
H  8.15283  2.49920  -1.42574
H  7.62289  0.99677  -0.70980
H  8.55702  2.36665  1.01375
H  6.82025  2.11137  1.30246
H  5.66576  3.83969  1.83924
H  6.22609  5.47796  1.47725
H  7.09098  4.51247  2.69149